(1)
ORCA calculation (wB97M-V/def2-TZVPD) on an isolated ion of composition C5H12NS and charge +1.

Calculated values
SMILES string: C[C@@H]1S[C@H]1[NH+](C)C
LUMO level (eV): -3.1
Energy relative to the best compared isomer or geometry (same formula, charge and spin) (kJ/mol): 256.1
Net charge: +1
Electronic energy (hartree): -650.3172
Gap between HOMO and LUMO (eV): 10.128

Last column: natural (NBO) charge in e.
Positions of all 19 atoms, in Å:
C: -2.472 1.445 0.131  -0.6214
C: -1.401 0.471 -0.299  -0.2648
S: -1.876 -1.317 -0.135  0.1444
C: -0.414 -0.344 0.498  -0.1648
N: 0.928 -0.623 -0.249  -0.3649
C: 1.603 0.730 -0.320  -0.4253
C: 1.604 -1.826 0.295  -0.4012
H: -2.675 1.229 1.219  0.2295
H: -3.423 1.436 -0.447  0.2608
H: -1.970 2.390 0.097  0.2259
H: -1.124 0.598 -1.259  0.2068
H: -0.451 -0.333 1.623  0.2917
H: 0.824 -0.722 -1.261  0.4480
H: 1.824 1.326 0.657  0.2611
H: 2.653 0.543 -0.865  0.2416
H: 1.089 1.346 -0.922  0.2210
H: 2.298 -1.470 0.986  0.2285
H: 0.918 -2.577 0.708  0.2549
H: 2.067 -2.302 -0.455  0.2283

(2)
ORCA calculation (wB97M-V/def2-TZVPD) on an isolated ion of composition C5H12NS and charge +1.

Calculated values
SMILES string: CC[C@H]1[C@@H](S)[N@@H+]1C
LUMO level (eV): -3.1
Energy relative to the best compared isomer or geometry (same formula, charge and spin) (kJ/mol): 241.2
Net charge: +1
Electronic energy (hartree): -650.3229
Gap between HOMO and LUMO (eV): 11.046

Last column: natural (NBO) charge in e.
Positions of all 19 atoms, in Å:
C: -0.705 -1.661 -1.942  -0.6113
C: 0.234 -1.339 -0.868  -0.4457
C: 0.079 0.056 -0.403  -0.0165
C: -0.729 0.432 0.783  -0.2248
S: -1.262 -0.885 1.835  0.0398
N: 0.691 0.645 0.773  -0.3549
C: 1.209 2.029 0.939  -0.4463
H: -1.756 -1.372 -1.496  0.2069
H: -0.610 -2.765 -2.272  0.2577
H: -0.670 -1.094 -2.928  0.2320
H: 1.206 -1.484 -1.294  0.2425
H: -0.095 -1.891 -0.028  0.2228
H: 0.154 0.673 -1.258  0.2450
H: -1.416 1.279 0.657  0.2714
H: -1.414 0.013 2.997  0.1867
H: 1.149 0.030 1.388  0.4444
H: 0.610 2.809 0.397  0.2465
H: 1.047 2.306 2.036  0.2432
H: 2.278 2.220 0.684  0.2608

Number 1: HOMO level -13.22 eV. Number 2: HOMO level -14.16 eV.